1.
Molecular formula: C6H13B3DyO5
Method: DFT, wB97M-V/def2-TZVPD

Geometry as ORCA input:
```
! wB97M-V def2-TZVPD RIJCOSX def2/J DEFGRID3
* xyz 3 6
C -2.2240 -2.6437 0.6543
C -2.2532 -1.3640 -0.3027
O -3.0516 -0.4418 0.0172
O -1.4536 -1.3937 -1.4140
C -0.9526 -0.0780 -1.8073
C 0.6345 -0.1336 -2.0913
C 1.4676 -0.8818 -0.9527
C 2.1590 0.1088 0.1070
B 1.0657 1.0485 0.9016
O 0.0804 0.3805 1.6703
B -0.7935 1.3142 2.3587
O -0.2256 2.5719 2.7376
B 0.2755 3.2032 1.5534
O 1.1928 2.4511 0.7197
H -2.3126 -2.3729 1.7452
H -1.2975 -3.2628 0.4273
H -3.1496 -3.2460 0.3564
H -1.1198 0.7430 -1.0531
H -1.4406 0.2428 -2.7846
H 0.7653 -0.7002 -3.0687
H 1.0587 0.9106 -2.2684
H 2.3262 -1.4162 -1.4841
H 0.8870 -1.7124 -0.4352
H 2.9667 0.7965 -0.3777
H 2.7384 -0.5338 0.8880
H -1.9137 1.0815 2.6554
H -0.0172 4.2994 1.2409
Dy 4.5874 1.0289 0.0067
*
```

Calculated values
* relative energy (zero: lowest compared OMol25 entry of this formula, charge and spin): 1.433 eV
* calculated total energy: -42753.728 eV
* max |F|: 0.1210 hartree/bohr
* molar mass: 360.10 u
* Kohn-Sham gap (spin up / spin down): 7.6 / 6.2 eV
* E_HOMO (spin up / spin down): -20.48 / -20.47 eV

2.
Molecular formula: C19H22O2
Method: DFT, wB97M-V/def2-TZVPD

Geometry as ORCA input:
```
! wB97M-V def2-TZVPD RIJCOSX def2/J DEFGRID3
* xyz 0 1
C 0.1460 3.3936 -3.3883
C -0.2809 2.8545 -2.0503
O 0.8821 2.6902 -1.2292
C 0.5462 2.1492 -0.0212
C 1.7166 1.7509 0.7252
C 1.6346 0.7080 1.6660
C 0.4174 0.4080 2.3615
C 0.3898 -0.5175 3.3944
C 1.5461 -1.2359 3.7407
C 2.7254 -1.0409 2.9999
C 2.7830 -0.0845 1.9955
O -0.6476 2.0418 0.2882
H -0.7320 3.7234 -3.9422
H 0.8356 4.2382 -3.2941
H 0.6241 2.6132 -3.9881
H -0.9704 3.5469 -1.5565
H -0.7674 1.8787 -2.1856
H 2.6730 1.9653 0.2485
H -0.4849 0.9284 2.0433
H -0.5481 -0.6695 3.9386
H 1.5279 -1.9352 4.5778
H 3.6202 -1.6308 3.2322
H 3.6970 0.0891 1.4109
C 3.9171 3.3334 2.4524
C 2.7529 4.1391 2.0008
C 1.4876 4.0833 2.7758
C 2.9185 5.0797 0.9514
C 1.8515 5.9299 0.5258
C 2.0333 6.8790 -0.4676
C 3.2704 7.0088 -1.1173
C 4.3336 6.1773 -0.7309
C 4.1622 5.2205 0.2573
H 4.3357 2.7695 1.6068
H 4.7318 3.9582 2.8590
H 3.6239 2.6110 3.2227
H 0.6208 4.1367 2.1055
H 1.4172 3.1400 3.3302
H 1.4053 4.9095 3.5053
H 0.8711 5.8180 0.9945
H 1.2003 7.5273 -0.7485
H 3.4098 7.7602 -1.8993
H 5.3042 6.2769 -1.2173
H 4.9824 4.5473 0.5097
*
```

Calculated values
* relative energy (zero: lowest compared OMol25 entry of this formula, charge and spin): 1.877 eV
* calculated total energy: -24152.543 eV
* max |F|: 0.0394 hartree/bohr
* molar mass: 282.38 u
* Kohn-Sham gap: 4.5 eV
* E_HOMO: -6.38 eV

3.
Molecular formula: C23H22ClNPTm
Method: DFT, wB97M-V/def2-TZVPD

Geometry as ORCA input:
```
! wB97M-V def2-TZVPD RIJCOSX def2/J DEFGRID3
* xyz 2 3
Tm -1.3960 -0.9461 1.4802
Cl -1.9173 0.8047 3.1076
P -0.0792 0.9308 -0.0678
C -1.5361 0.1442 -0.8812
C -1.3761 -0.7297 -1.9756
C -2.4459 -1.5135 -2.3936
C -3.6732 -1.4667 -1.7284
C -3.8680 -0.5852 -0.6664
C -2.8272 0.2741 -0.2715
C -0.3735 2.6986 -0.3520
C 0.4411 3.6183 0.3483
C 0.1909 4.9830 0.2412
C -0.8463 5.4506 -0.5773
C -1.6284 4.5412 -1.2961
C -1.3920 3.1696 -1.1988
C 1.4283 0.5223 -1.0035
C 2.4315 -0.2215 -0.3334
C 3.6197 -0.5289 -0.9894
C 3.8164 -0.1495 -2.3202
C 2.8285 0.5920 -2.9819
C 1.6466 0.9515 -2.3226
H 1.2543 3.2447 0.9740
H 0.8008 5.6900 0.8060
H -1.0457 6.5207 -0.6493
H -2.4381 4.8992 -1.9318
H -1.9989 2.4690 -1.7724
H -0.4039 -0.7996 -2.4678
H -2.3228 -2.1772 -3.2482
H -4.4930 -2.1105 -2.0616
H -4.8438 -0.5259 -0.1681
H -3.0065 1.0478 0.4908
H 2.2667 -0.5389 0.6986
H 4.4060 -1.0703 -0.4565
H 4.7351 -0.4274 -2.8392
H 2.9811 0.8960 -4.0180
H 0.9038 1.5658 -2.8335
H -0.9851 -2.2225 0.1433
H -0.2120 -1.7759 0.2239
C 1.7567 -4.2705 3.5400
C 2.1186 -2.9358 3.7707
C 1.2336 -1.9228 3.4111
N 0.0878 -2.2017 2.7098
C -0.2688 -3.5017 2.5035
C 0.5414 -4.5495 2.9207
H 2.4273 -5.0738 3.8308
H 3.0753 -2.6637 4.2107
H 1.4023 -0.8713 3.6757
H -1.2290 -3.6610 1.9831
H 0.2131 -5.5730 2.7364
*
```

Calculated values
* relative energy (zero: lowest compared OMol25 entry of this formula, charge and spin): 0.177 eV
* calculated total energy: -77024.232 eV
* max |F|: 0.1223 hartree/bohr
* molar mass: 547.80 u
* Kohn-Sham gap (spin up / spin down): 6.4 / 6.5 eV
* E_HOMO (spin up / spin down): -14.48 / -14.48 eV

4.
Molecular formula: C28H41BrCl5N8O2RuSSeSi
Method: DFT, wB97M-V/def2-TZVPD

Geometry as ORCA input:
```
! wB97M-V def2-TZVPD RIJCOSX def2/J DEFGRID3
* xyz 2 2
Ru 0.4052 -0.2244 2.0430
Cl 1.4616 -0.6515 5.0141
C 0.0465 0.3251 4.9101
C -0.4086 0.6423 3.6356
C -1.6035 1.3654 3.5552
Cl -2.3205 1.7896 2.0239
C -2.2835 1.7708 4.7100
Cl -3.7452 2.6537 4.5783
C -1.7813 1.4517 5.9705
Cl -2.6113 1.9438 7.3808
C -0.6014 0.7184 6.0749
Cl 0.0338 0.2935 7.6020
C 1.7601 5.5757 2.0044
C 2.4943 4.2904 1.9962
N 3.7768 4.1296 2.0790
N 3.9595 2.7735 2.0446
C 2.8228 2.0975 1.9396
S 2.5915 0.4113 1.8181
N 1.8821 3.0488 1.9089
N 0.5384 2.7178 1.8351
H 2.4819 6.3879 2.0064
H 1.1350 5.6642 2.8946
H 1.1231 5.6683 1.1238
H 4.8914 2.3921 2.0925
H 0.1761 2.9090 0.9046
H 0.0286 3.2524 2.5290
C 2.1649 -0.1176 -4.5992
C 1.8981 0.2810 -3.1289
C 2.4047 1.7128 -2.9113
C 2.7286 -0.6346 -2.2177
Si 0.0211 0.1549 -2.8733
Br -0.0803 0.2905 -0.4802
C -1.0116 1.6894 -3.3093
C -2.5152 1.4293 -3.1464
C -0.7198 1.9842 -4.7998
C -0.6874 2.9517 -2.4944
C -0.7849 -1.5246 -3.2181
C -2.1039 -1.7503 -2.4609
C -1.0863 -1.5752 -4.7336
C 0.1609 -2.6795 -2.8628
H 3.2340 -0.0087 -4.8029
H 1.6355 0.5141 -5.3153
H 1.9017 -1.1557 -4.8044
H 3.4849 1.7233 -3.0824
H 2.2270 2.0567 -1.8880
H 1.9654 2.4341 -3.5989
H 3.7854 -0.4408 -2.4261
H 2.5559 -1.6933 -2.3975
H 2.5562 -0.4340 -1.1607
H -2.8842 0.6517 -3.8141
H -3.0506 2.3482 -3.4013
H -2.7808 1.1644 -2.1205
H -0.9567 1.1431 -5.4543
H 0.3182 2.2676 -4.9768
H -1.3432 2.8245 -5.1187
H -0.8936 2.8142 -1.4313
H -1.3407 3.7534 -2.8502
H 0.3382 3.2957 -2.6104
H -2.8994 -1.0818 -2.7794
H -1.9849 -1.6471 -1.3832
H -2.4356 -2.7713 -2.6816
H -1.8239 -0.8307 -5.0348
H -1.5011 -2.5584 -4.9751
H -0.1970 -1.4413 -5.3525
H 0.4316 -2.6736 -1.8035
H 1.0770 -2.6784 -3.4517
H -0.3536 -3.6222 -3.0756
N -4.5851 -2.8407 2.6479
C -3.3589 -2.6818 3.4148
C -2.3910 -1.8100 2.6421
O -1.2221 -1.6778 2.9884
O -2.8950 -1.1998 1.6076
H -4.5892 -3.6977 2.1095
H -3.8438 -1.4920 1.5755
H -5.4096 -2.8464 3.2322
H -2.8527 -3.6071 3.6948
H -3.5665 -2.1411 4.3408
Se -1.1078 -4.5364 -0.0391
N 0.2015 -5.4358 0.7562
C 0.9214 -4.5388 1.3949
C 2.0969 -4.8584 2.1403
C 2.7442 -3.8336 2.7365
C 2.2375 -2.5083 2.6267
N 1.1613 -2.1432 1.9645
C 0.4708 -3.1735 1.3046
N -0.5921 -2.9510 0.5848
H 2.4374 -5.8838 2.1978
H 3.6454 -3.9813 3.3136
H 2.7897 -1.7241 3.1173
*
```

Calculated values
* relative energy (zero: lowest compared OMol25 entry of this formula, charge and spin): 1.218 eV
* calculated total energy: -264999.978 eV
* max |F|: 0.0240 hartree/bohr
* molar mass: 1019.04 u
* Kohn-Sham gap (spin up / spin down): 6.7 / 6.8 eV
* E_HOMO (spin up / spin down): -13.65 / -13.59 eV

5.
Molecular formula: C48H72O36
Method: DFT, wB97M-V/def2-TZVPD

Geometry as ORCA input:
```
! wB97M-V def2-TZVPD RIJCOSX def2/J DEFGRID3
* xyz 0 1
C 0.7346 3.7309 2.2284
C 1.0923 5.0483 2.7896
C 0.6426 5.2851 4.2634
O 1.8710 5.5988 4.9507
C 2.9107 5.5533 4.0874
O 4.0131 5.8097 4.3758
O 2.4852 5.1915 2.8573
H -0.3400 3.5244 2.3068
H 1.2293 2.8327 2.6122
H 0.9610 3.6780 1.1553
H 0.5660 5.7773 2.1746
H 0.0987 4.4556 4.7026
H 0.1001 6.2368 4.2791
C 3.9291 -1.1566 3.9111
C 5.0886 -0.5582 3.1392
C 4.5933 0.1974 1.8934
O 5.3573 1.3855 1.9213
C 5.7692 1.6052 3.1803
O 6.2150 2.5856 3.5751
O 5.6606 0.4815 3.9197
H 3.3478 -1.8916 3.3461
H 3.2401 -0.3336 4.1274
H 4.2340 -1.7068 4.8006
H 5.7520 -1.3937 2.9110
H 3.5311 0.4450 1.9833
H 4.7167 -0.4232 1.0095
C 0.0759 0.7305 -1.4824
C 0.1972 -0.2901 -0.3969
C 1.2933 -0.1443 0.6672
O 0.6697 0.1113 1.8992
C -0.6596 0.1163 1.6953
O -1.4482 0.2758 2.5268
O -0.9804 -0.2188 0.4534
H -0.9269 0.5565 -1.9131
H 0.6406 0.4639 -2.3772
H 0.2370 1.7521 -1.1766
H 0.1476 -1.2956 -0.8073
H 2.1201 0.5238 0.4527
H 1.8021 -1.1242 0.6666
C -4.3594 -0.7569 0.9776
C -4.4188 -0.0004 2.2585
C -4.4991 1.5581 2.0617
O -5.7069 1.9590 2.7388
C -6.3141 0.8691 3.3148
O -7.2538 0.9504 3.9639
O -5.6811 -0.2842 2.9544
H -4.2735 -1.8431 1.1085
H -3.6204 -0.4189 0.2603
H -5.3153 -0.7668 0.4201
H -3.6674 -0.3867 2.9352
H -4.4467 1.7814 1.0025
H -3.7026 2.0078 2.6584
C 0.8222 -3.7242 -2.2456
C 1.0866 -4.9411 -3.1093
C 0.1090 -6.1005 -2.8587
O -0.1113 -6.6411 -4.1732
C 0.2720 -5.7351 -5.1248
O 0.2230 -5.9143 -6.3022
O 0.7860 -4.6355 -4.5275
H -0.2538 -3.6403 -2.0691
H 1.2517 -2.7976 -2.5896
H 1.1926 -4.0426 -1.2522
H 2.1484 -5.2238 -3.0707
H -0.8507 -5.6988 -2.5165
H 0.4842 -6.8220 -2.1448
C -1.2997 -2.4738 -5.6063
C -2.6499 -2.5753 -4.9047
C -2.9913 -3.9000 -4.2456
O -2.7168 -3.6367 -2.8574
C -2.8196 -2.2935 -2.6314
O -2.7496 -1.8031 -1.5430
O -2.8619 -1.6248 -3.7873
H -0.8965 -3.2901 -6.1817
H -0.6489 -2.2867 -4.7304
H -1.3043 -1.5526 -6.1888
H -3.4659 -2.2209 -5.5484
H -2.4726 -4.7923 -4.5767
H -4.0617 -4.0990 -4.3664
C 3.0674 -7.2034 -0.6971
C 4.3073 -6.3953 -0.4860
C 4.8730 -5.7916 -1.7684
O 4.6128 -4.3828 -1.6265
C 4.0490 -4.1140 -0.4585
O 3.6556 -3.0745 -0.1349
O 3.8476 -5.2137 0.2284
H 2.2132 -6.6480 -1.0831
H 2.7547 -7.7898 0.1656
H 3.1770 -7.9939 -1.4685
H 5.0629 -6.8787 0.1208
H 4.4524 -6.1632 -2.6940
H 5.9624 -5.8224 -1.7934
C -2.3455 1.1791 -6.4882
C -1.3850 2.1576 -5.9424
C -1.4132 2.3722 -4.4371
O -0.0863 2.1995 -3.9813
C 0.6911 1.8872 -5.0537
O 1.8197 1.7820 -5.0231
O -0.0542 1.6858 -6.1764
H -2.2735 0.1750 -6.0534
H -2.0927 0.9694 -7.5374
H -3.3798 1.5098 -6.4767
H -1.6219 3.1377 -6.3619
H -2.1506 1.7642 -3.8883
H -1.8039 3.3565 -4.1882
C -1.8214 -4.0722 0.6658
C -0.3932 -4.1157 1.0964
C -0.1195 -3.7240 2.5546
O 0.7907 -4.7822 3.0354
C 0.9347 -5.7468 2.1201
O 1.6608 -6.6552 2.2405
O 0.1559 -5.4900 1.0326
H -2.1476 -3.0209 0.6289
H -2.5746 -4.4891 1.3443
H -1.9867 -4.4728 -0.3324
H 0.2125 -3.5467 0.3770
H -1.0390 -3.7872 3.1379
H 0.4205 -2.7845 2.6409
C -2.8306 3.9457 -1.3067
C -3.6976 4.7048 -2.2548
C -3.1110 5.9776 -2.9116
O -3.4496 5.8521 -4.3081
C -3.8203 4.5839 -4.5543
O -3.8404 4.1509 -5.6088
O -4.0910 3.9036 -3.4157
H -2.3954 4.6108 -0.5645
H -1.9701 3.4852 -1.8033
H -3.4263 3.1205 -0.9209
H -4.6520 4.9847 -1.7967
H -2.0118 5.9062 -2.8523
H -3.3518 6.9258 -2.4513
C -2.7448 1.9266 5.5915
C -2.9506 1.5809 7.0295
C -3.7995 2.6435 7.8034
O -5.0822 2.0870 7.9623
C -5.0961 0.8143 7.4605
O -6.0245 0.0899 7.4746
O -3.8598 0.4556 7.0426
H -2.5100 2.9694 5.3607
H -3.6311 1.7097 4.9872
H -1.9609 1.2891 5.1748
H -2.0019 1.3780 7.5120
H -3.7625 3.5267 7.1450
H -3.3478 2.9968 8.7307
C 6.3474 4.6081 0.8553
C 5.0589 4.9296 0.2050
C 4.8896 5.0682 -1.2953
O 3.8146 4.1900 -1.6029
C 3.4642 3.4242 -0.5315
O 2.6087 2.5769 -0.5776
O 4.2168 3.7201 0.4758
H 6.8164 3.7213 0.4397
H 6.2823 4.5701 1.9378
H 7.0592 5.4422 0.7186
H 4.4837 5.6650 0.7804
H 5.7943 4.7446 -1.8144
H 4.6212 6.0839 -1.5661
*
```

Calculated values
* relative energy (zero: lowest compared OMol25 entry of this formula, charge and spin): 4.610 eV
* calculated total energy: -124654.878 eV
* SMILES: C[C@H]1COC(=O)O1.C[C@H]1COC(=O)O1.C[C@H]1COC(=O)O1.C[C@H]1COC(=O)O1.C[C@H]1COC(=O)O1.C[C@H]1COC(=O)O1.C[C@H]1COC(=O)O1.C[C@H]1COC(=O)O1.C[C@H]1COC(=O)O1.C[C@H]1COC(=O)O1.C[C@H]1COC(=O)O1.C[C@H]1COC(=O)O1
* max |F|: 0.1095 hartree/bohr
* molar mass: 1225.07 u
* Kohn-Sham gap: 10.7 eV
* E_HOMO: -10.83 eV

6.
Molecular formula: C7H14
Method: DFT, wB97M-V/def2-TZVPD

Geometry as ORCA input:
```
! wB97M-V def2-TZVPD RIJCOSX def2/J DEFGRID3
* xyz 0 1
C -0.7785 -2.5871 -1.5613
C 0.1315 -1.3862 -1.3084
C -0.5543 -0.3926 -0.4014
C 0.0141 -0.3663 0.9886
C 0.8974 0.8528 1.2278
C 0.0151 2.0579 1.2560
C 0.5106 3.1905 0.8227
H -0.9155 -3.1443 -0.6293
H -1.7719 -2.2704 -2.0044
H -0.2896 -3.2715 -2.4091
H 0.2645 -0.9300 -2.4441
H 1.0622 -1.7428 -0.8418
H -1.5489 -0.5694 -0.2973
H -0.6898 0.6861 -0.7429
H -0.6530 -0.3573 1.7785
H 0.6762 -1.1836 1.2181
H 1.6165 1.0163 2.0928
H 1.6183 0.9162 0.2745
H -0.8456 2.0009 1.9861
H 1.2238 3.3543 -0.0373
H 0.0168 4.1267 1.0321
*
```

Calculated values
* relative energy (zero: lowest compared OMol25 entry of this formula, charge and spin): 2.778 eV
* calculated total energy: -7483.517 eV
* SMILES: C=CCCCCC
* max |F|: 0.0684 hartree/bohr
* molar mass: 98.19 u
* Kohn-Sham gap: 10.7 eV
* E_HOMO: -9.55 eV

7.
Molecular formula: C5H15NO2
Method: DFT, wB97M-V/def2-TZVPD

Geometry as ORCA input:
```
! wB97M-V def2-TZVPD RIJCOSX def2/J DEFGRID3
* xyz 0 1
C -1.7302 -0.7125 -0.6238
C -1.0074 -0.2264 0.6582
C 0.4830 0.0292 0.3909
C 1.2983 -1.0350 0.3252
C 2.7654 -0.9135 0.1350
N -2.1366 0.4742 -1.4093
H -2.6528 -1.1606 -0.2639
H -1.0667 -1.3715 -1.1753
H -1.0418 -0.9924 1.4241
H -1.4999 0.6921 0.9717
H 0.8893 1.0247 0.2660
H 0.7964 -1.9872 0.4656
H 3.2667 -1.8280 -0.1859
H 3.1911 -0.8551 1.1530
H 3.0276 -0.0379 -0.4471
H -1.4999 1.2564 -1.3670
H -2.1744 0.2085 -2.3864
H -0.4026 2.6961 5.0276
H -0.0723 3.8567 4.1065
O -0.6217 3.0865 4.1905
H -0.5426 -0.6003 -3.2509
H 0.7552 -0.5246 -4.1137
O -0.0239 -1.0794 -3.8909
*
```

Calculated values
* relative energy (zero: lowest compared OMol25 entry of this formula, charge and spin): 1.756 eV
* calculated total energy: -11012.190 eV
* SMILES: C/C=C/CCN.O.O
* max |F|: 0.0387 hartree/bohr
* molar mass: 121.18 u
* Kohn-Sham gap: 9.8 eV
* E_HOMO: -9.00 eV

8.
Molecular formula: C11H6BrCoNO5
Method: DFT, wB97M-V/def2-TZVPD

Geometry as ORCA input:
```
! wB97M-V def2-TZVPD RIJCOSX def2/J DEFGRID3
* xyz 1 5
Co 1.0143 -0.8569 0.4771
O 1.7715 -4.8785 -3.9762
C 1.6180 -4.1001 -3.1252
C 2.4028 -4.0209 -1.7007
O 3.2412 -4.7991 -1.4059
C 1.8145 -2.8675 -1.0445
C 0.8220 -2.2301 -1.7969
O 0.2190 -1.1991 -1.3392
C 0.5808 -2.8553 -3.0894
O -0.1529 -2.6240 -3.9867
O 2.1345 -2.4262 0.1183
C -2.6402 3.4318 0.4660
C -1.5611 2.6286 1.1279
C -1.0695 2.9396 2.3925
C -0.0672 2.1798 2.9880
C 0.3986 1.1184 2.2571
Br 1.7630 -0.0788 2.8363
N -0.0449 0.7887 1.0465
C -1.0082 1.5270 0.4856
H -2.9601 4.2545 1.1010
H -3.5084 2.8086 0.2514
H -2.2878 3.8468 -0.4785
H -1.4732 3.7901 2.9273
H 0.3223 2.4107 3.9679
H -1.3292 1.2118 -0.4995
*
```

Calculated values
* relative energy (zero: lowest compared OMol25 entry of this formula, charge and spin): 0.244 eV
* calculated total energy: -130892.664 eV
* max |F|: 0.0673 hartree/bohr
* molar mass: 371.01 u
* Kohn-Sham gap (spin up / spin down): 7.8 / 5.5 eV
* E_HOMO (spin up / spin down): -11.96 / -11.94 eV